# 1
DFT (ωB97M-V with the def2-TZVPD basis set) results for 5 unconnected molecules or ions with the total composition C10H31N3O6 in a non-equilibrium geometry.

E_LUMO (spin up / spin down), Ha: -0.08324 / -0.28937
Net charge: +1
Highest occupied orbital energy (spin up / spin down), eV: -12.05 / -12.05
⟨S²⟩: 0.754
Orbital gap (spin up / spin down), hartree: 0.360 / 0.154
Multiplicity: 2

Cartesian coordinates (Å):
C (1.8500, -2.9909, -0.2076)
H (4.7980, -3.6174, 2.4262)
H (-3.3327, 4.2017, -3.0714)
C (-0.9940, 0.7212, 0.3324)
H (2.4338, -4.0689, 1.5729)
H (2.9895, -1.4166, -0.7918)
H (-3.6399, -3.0972, 0.4645)
O (3.6255, -2.3532, 1.3844)
C (-2.8191, 2.4291, 3.6601)
C (-2.6915, 3.7784, -2.2982)
O (-2.5440, -2.1863, 2.0200)
O (1.9315, 0.7346, -2.2855)
H (0.7303, 1.1995, -0.5722)
O (-0.5553, -0.2933, 0.8473)
H (-2.6126, 2.7283, -2.5797)
H (1.3305, -0.5235, -3.7999)
C (1.9677, -0.5295, -2.9155)
O (-2.4109, 3.4541, 4.5628)
H (-2.6857, 4.8283, -0.7378)
H (1.0342, -2.5091, 0.3314)
H (-2.5729, 1.9287, -0.0263)
H (5.1465, -1.9176, 2.5607)
H (-3.2858, 2.8344, 2.7623)
H (2.5738, 1.9415, -3.7730)
H (2.9401, -0.8842, -3.2571)
H (3.6374, -3.9925, 0.2182)
H (0.8514, -0.9504, -1.1597)
N (-0.2229, 1.4526, -0.3543)
H (3.6256, -2.5666, 3.3940)
H (-1.6842, -1.7638, 2.0818)
H (0.8653, 1.5099, -3.7965)
C (2.9465, -3.4343, 0.8500)
H (-2.6682, 0.7206, 1.3021)
H (-3.4749, 1.6942, 4.1270)
H (-1.9660, -2.5986, 0.1482)
C (1.3478, -1.5466, -1.9254)
C (1.6945, 1.7903, -3.1469)
H (-1.9853, 1.9104, 3.1870)
N (-2.2134, 1.1522, 0.5103)
C (4.3322, -2.6421, 2.5676)
O (-2.9740, 3.9307, -0.9190)
N (2.4464, -2.1434, -1.2356)
H (1.4930, 2.6900, -2.5656)
H (-0.6488, 2.3472, -0.5504)
C (-2.8973, -2.3189, 0.6407)
H (-2.9505, 3.6479, 5.3329)
H (-1.7344, 4.2288, -2.5610)
H (-3.3160, -1.3604, 0.3340)
H (1.6823, -3.9375, -0.7213)
H (0.6061, -2.2120, -2.3672)

=====

# 2
DFT (ωB97M-V with the def2-TZVPD basis set) results for a molecular structure, C5H8N4 in a non-equilibrium geometry.

E_LUMO, Ha: 0.00650
Net charge: 0
ΔE to the lowest compared entry with this formula, charge and spin, kcal/mol: 146.7
Highest occupied orbital energy, eV: -7.17
Orbital gap, hartree: 0.270

Cartesian coordinates (Å):
N (0.6372, -1.7660, 0.6816)
C (1.7881, 0.3690, -0.9433)
H (0.2776, -2.6455, 0.3137)
H (-2.3715, 0.8438, 1.3758)
N (-2.2566, -2.0711, -0.9794)
H (-2.3610, 1.5329, -0.1618)
C (-1.6500, -1.2793, -0.3882)
H (2.5748, -0.0231, -0.2977)
N (-1.8122, 1.1019, 0.5730)
H (2.2138, 1.1314, -1.5980)
C (0.7057, 0.9901, -0.1191)
H (1.3991, -0.4429, -1.5596)
H (1.5101, -1.7711, 1.1869)
H (-0.1994, 2.4292, 0.7043)
C (-0.1949, -0.7276, 0.9082)
N (0.6658, 2.2043, 0.1867)
C (-0.9265, 0.1241, 0.1167)